ORCA calculation (ωB97M-V/def2-TZVPD) on a structure of composition C25H20Cl2NOReSe.

As for the HOMO energy: -14.40 eV. The calculation puts the energy at -4494.15352 a.u. Its LUMO energy is -8.5 eV. The net charge is +2.

Each line ends with the Mulliken charge.
Cartesian coordinates (Å):
1 Re -0.4194 1.0449 -0.9338  0.77
2 Cl -3.3044 4.6728 -1.5694  -0.12
3 C -2.7076 3.5913 -2.7350  0.27
4 C -3.2931 3.5339 -4.0139  -0.57
5 C -2.8170 2.6822 -4.9734  0.49
6 Cl -3.5306 2.6724 -6.5264  -0.17
7 C -1.7244 1.8104 -4.6958  0.02
8 C -1.1211 0.9494 -5.6253  -0.44
9 C -0.0349 0.1824 -5.2572  -0.95
10 C 0.4159 0.2258 -3.9448  -0.11
11 N -0.1360 1.0245 -3.0333  -0.49
12 C -1.1634 1.8630 -3.4038  0.83
13 C -1.6374 2.7733 -2.4322  0.07
14 O -1.0108 2.8013 -1.2144  -0.71
15 H -4.1224 4.1915 -4.2352  0.49
16 H -1.5116 0.8987 -6.6330  0.48
17 H 0.4533 -0.4717 -5.9642  0.42
18 H 1.2307 -0.4021 -3.6071  0.53
19 C 1.3892 -4.1275 3.4847  -1.54
20 C 0.5841 -3.1241 2.7158  0.62
21 C 0.9294 -2.7661 1.4179  -1.10
22 C 0.1927 -1.8313 0.7021  1.02
23 C 0.6565 -1.5103 -0.6933  -1.52
24 C -0.9276 -1.2664 1.3145  0.48
25 Se -2.0371 -0.0624 0.3110  -0.02
26 C -1.3283 -1.6203 2.6083  0.80
27 C -2.5541 -1.0299 3.2433  -1.76
28 C -0.5459 -2.5392 3.2881  -0.97
29 H 2.2344 -4.4942 2.9063  0.36
30 H 0.7690 -4.9818 3.7593  0.38
31 H 1.7668 -3.6922 4.4107  0.36
32 H 1.7948 -3.2269 0.9547  0.42
33 H 1.6460 -1.0579 -0.7105  0.44
34 H -0.0954 -0.9003 -1.2836  0.28
35 H 0.6934 -2.4044 -1.3211  0.59
36 H -2.4281 0.0361 3.4460  0.36
37 H -2.7713 -1.5225 4.1882  0.41
38 H -3.4323 -1.1471 2.6050  0.41
39 H -0.8330 -2.8241 4.2935  0.45
40 C 0.7714 1.1639 0.3414  -0.67
41 C 1.6977 1.1210 1.3918  1.32
42 C 3.0672 0.9258 1.1338  -0.26
43 C 3.9381 0.8051 2.1952  -0.79
44 C 3.4558 0.8752 3.5005  -0.38
45 C 2.1025 1.0790 3.7584  -0.85
46 C 1.2147 1.2055 2.7116  -0.11
47 H 3.4300 0.8963 0.1145  0.51
48 H 4.9954 0.6697 2.0153  0.45
49 H 4.1466 0.7793 4.3276  0.46
50 H 1.7503 1.1512 4.7779  0.46
51 H 0.1611 1.3763 2.8894  0.55

ORCA calculation (ωB97M-V/def2-TZVPD) on a structure of composition C48H45BrN6O8P2Pb.

As for the HOMO energy: -7.79 eV. The calculation puts the energy at -6236.07383 a.u. Its LUMO energy is -0.1 eV. The net charge is 0.

Each line ends with the Mulliken charge.
Cartesian coordinates (Å):
1 Pb -0.0327 0.2012 -0.2727  1.60
2 O -0.5713 2.4700 -4.1667  -0.63
3 C -1.6433 3.2501 -3.9199  0.24
4 C -2.0642 4.1362 -4.9062  -0.64
5 C -3.1629 4.9490 -4.6890  -0.38
6 C -3.8538 4.8994 -3.4856  -0.89
7 C -3.4263 4.0151 -2.5065  -0.27
8 C -2.3360 3.1802 -2.7090  -0.04
9 C -1.9684 2.1644 -1.6535  0.59
10 O -0.6429 1.8408 -1.6236  -0.98
11 N -2.7992 0.9518 -1.9455  0.07
12 N -2.3061 -0.2358 -1.7196  0.02
13 C -2.9832 -1.3079 -1.9004  -0.87
14 C -2.4016 -2.6243 -1.7060  0.48
15 Br -0.4978 -2.7412 -1.8219  -0.18
16 C -3.0671 -3.7694 -1.5250  -0.92
17 C -4.5144 -3.8889 -1.2935  0.55
18 C -5.1834 -5.0173 -1.7697  -0.39
19 C -6.5429 -5.1746 -1.5616  -0.56
20 C -7.2542 -4.2112 -0.8602  -0.42
21 C -6.5945 -3.0973 -0.3618  -0.67
22 C -5.2341 -2.9376 -0.5722  -0.48
23 H -0.3137 2.0655 -3.3033  0.23
24 H -1.5100 4.1733 -5.8331  0.44
25 H -3.4749 5.6361 -5.4640  0.38
26 H -4.7001 5.5467 -3.3085  0.41
27 H -3.9412 3.9764 -1.5523  0.44
28 H -2.3057 2.5518 -0.6761  -0.03
29 H -3.7469 1.0607 -2.2932  0.33
30 H -4.0217 -1.2782 -2.2345  0.62
31 H -2.5114 -4.6982 -1.5644  0.42
32 H -4.6294 -5.7707 -2.3133  0.40
33 H -7.0472 -6.0518 -1.9428  0.39
34 H -8.3155 -4.3331 -0.6937  0.38
35 H -7.1381 -2.3539 0.2052  0.40
36 H -4.7207 -2.0856 -0.1461  0.53
37 O 2.9699 -3.7839 0.7137  -0.94
38 C 2.9933 -2.6181 0.2619  0.23
39 O 2.4541 -1.6203 0.8077  0.15
40 C 3.7609 -2.3488 -1.0206  -0.01
41 C 4.4812 -3.4041 -1.5678  -0.57
42 C 5.2699 -3.2294 -2.6918  -0.82
43 C 5.3491 -1.9758 -3.2772  -0.79
44 C 4.6283 -0.9184 -2.7446  -0.60
45 C 3.8171 -1.0840 -1.6255  0.59
46 P 2.8916 0.3595 -0.9550  1.23
47 C 3.0856 1.6437 -2.2339  0.64
48 C 3.4250 2.9535 -1.9056  -1.05
49 C 3.3786 3.9532 -2.8671  -0.77
50 C 2.9906 3.6586 -4.1634  -0.61
51 C 2.6315 2.3600 -4.4959  -0.85
52 C 2.6691 1.3644 -3.5364  -0.41
53 C 4.0144 0.9047 0.3765  0.30
54 C 5.3331 1.2478 0.0928  -0.16
55 C 6.1944 1.6320 1.1072  -0.83
56 C 5.7433 1.6713 2.4199  -0.60
57 C 4.4324 1.3254 2.7108  -1.21
58 C 3.5720 0.9426 1.6922  0.06
59 H 4.4124 -4.3623 -1.0712  0.49
60 H 5.8270 -4.0613 -3.1012  0.40
61 H 5.9709 -1.8134 -4.1464  0.48
62 H 4.6940 0.0518 -3.2217  0.42
63 H 3.7174 3.1978 -0.8945  0.43
64 H 3.6412 4.9675 -2.5970  0.43
65 H 2.9488 4.4403 -4.9099  0.41
66 H 2.2934 2.1295 -5.4962  0.41
67 H 2.3640 0.3583 -3.8039  0.53
68 H 5.6937 1.2147 -0.9286  0.41
69 H 7.2160 1.8960 0.8739  0.43
70 H 6.4137 1.9702 3.2149  0.39
71 H 4.0756 1.3526 3.7325  0.50
72 H 2.5514 0.6709 1.9227  0.47
73 O 0.9925 2.2718 0.7514  -0.02
74 C 0.5385 3.2346 1.3522  -0.64
75 C -0.6709 3.2795 2.1294  0.95
76 C -0.9743 4.5017 2.7402  -0.35
77 C -2.0756 4.6159 3.5450  -0.74
78 C -2.9161 3.5127 3.7846  -0.41
79 C -2.6422 2.3131 3.2042  -0.95
80 C -1.5180 2.1262 2.3232  -0.28
81 O -1.3200 1.0028 1.7801  -0.09
82 N -2.3773 5.8908 4.1687  1.03
83 O -3.3754 5.9580 4.8649  -0.65
84 O -1.6192 6.8211 3.9667  -0.64
85 H 1.1084 4.1804 1.3201  0.17
86 H -0.3354 5.3609 2.5863  0.60
87 H -3.7697 3.6387 4.4344  0.52
88 H -3.2787 1.4559 3.3736  0.45
89 C 0.2397 -4.6958 3.4884  -0.76
90 N 0.9761 -3.8573 2.4675  0.46
91 C 1.7678 -2.7771 3.2031  -0.17
92 N 0.9282 -2.0104 4.0471  0.21
93 C 0.2075 -2.8627 4.9782  -0.98
94 N -0.6018 -3.8814 4.3096  0.10
95 C -1.7228 -3.2707 3.5690  -1.11
96 P -1.1824 -2.0960 2.2252  0.62
97 C 0.0131 -3.2798 1.4941  0.60
98 C 0.0415 -1.1546 3.2592  1.09
99 H 0.9986 -5.1908 4.0988  0.32
100 H -0.3413 -5.4376 2.9380  0.41
101 H 1.6632 -4.3862 1.9140  0.31
102 H 2.2270 -2.1714 2.4230  -0.55
103 H 2.5222 -3.3173 3.7797  0.41
104 H -0.4443 -2.2462 5.5963  0.38
105 H 0.9321 -3.3664 5.6232  0.31
106 H -2.3601 -2.7544 4.2876  0.45
107 H -2.3240 -4.0658 3.1204  0.42
108 H 0.6161 -2.7581 0.7573  -1.37
109 H -0.5122 -4.1029 1.0052  0.74
110 H -0.5134 -0.4780 3.9119  0.81
111 H 0.6542 -0.5416 2.5976  -1.43